(1)
Density functional theory data (ωB97M-V/def2-TZVPD) for a molecular structure, C19H37CdNO8Sb.

Geometry as XYZ:
```
67
Properties=species:S:1:pos:R:3:forces:R:3
Cd 0.25330 0.16666 -0.41320 -0.11 -0.15 -0.09
O -1.66514 -0.98986 0.64623 0.05 -0.05 0.05
C -1.28517 -2.13770 1.39918 0.15 0.20 -0.07
C 0.00474 -1.91268 2.17276 -0.02 0.11 -0.21
N 1.13041 -1.62437 1.27957 0.13 0.05 0.36
C 1.56797 -2.81001 0.54353 -0.06 0.18 -0.20
C 1.02150 -2.87585 -0.90043 -0.05 0.09 0.03
O 0.83030 -3.98434 -1.39799 0.08 0.26 0.04
O 0.86990 -1.73362 -1.46454 0.02 -0.54 -0.08
C 2.19458 -0.88999 1.99173 -0.15 0.02 -0.12
C 1.79825 0.59481 2.01219 -0.18 0.05 -0.14
O 1.44157 1.10796 3.08524 0.16 -0.05 -0.28
O 1.77141 1.15277 0.85828 0.12 -0.03 0.50
H -1.73517 -0.20669 1.23243 0.02 -0.10 0.00
H -1.15410 -2.95008 0.68203 -0.08 0.01 -0.03
H -2.07782 -2.41847 2.09615 -0.07 -0.02 0.04
H 0.20569 -2.80156 2.78666 0.05 -0.05 0.08
H -0.12614 -1.06235 2.84580 0.01 0.00 0.02
H 1.31332 -3.73516 1.06419 -0.03 -0.08 0.05
H 2.65243 -2.78084 0.42717 0.03 -0.01 0.05
H 3.12332 -0.98762 1.43321 0.00 -0.02 -0.05
H 2.33835 -1.25887 3.01101 0.02 -0.04 0.06
C -0.37715 3.68481 1.52304 0.05 0.01 -0.02
C -1.52622 2.68719 1.43284 -0.08 0.02 -0.15
C -2.71563 3.13437 2.26802 -0.04 -0.03 -0.06
O -1.08621 1.40122 1.90422 -0.08 -0.01 0.04
C -1.91869 2.58402 -0.07700 0.20 -0.12 -0.06
O -2.75705 3.37076 -0.51580 0.18 -0.20 0.13
O -1.27254 1.72132 -0.78081 -0.41 0.41 0.28
H -0.10321 3.85744 2.56874 -0.01 -0.03 -0.05
H -0.67727 4.63108 1.07164 -0.03 0.01 0.03
H 0.49508 3.29280 0.99974 0.01 0.02 0.01
H -2.39394 3.40135 3.27896 -0.01 -0.07 -0.04
H -3.44612 2.32430 2.32879 0.00 0.05 0.01
H -3.19055 3.98941 1.79106 0.00 0.02 0.05
H -0.27931 1.50104 2.44730 0.00 0.04 -0.03
C -1.27560 1.89610 -5.81989 0.00 0.03 0.05
C -1.51138 1.78050 -4.31757 0.05 -0.22 0.19
C -2.98744 1.60788 -3.95878 0.05 0.04 0.02
Sb -0.34368 0.23142 -3.29664 0.25 -0.01 -0.74
C -1.18508 -1.65015 -4.02238 -0.04 0.31 0.14
C -2.36734 -2.04074 -3.13553 0.06 -0.08 -0.02
C -1.53259 -1.68473 -5.50576 0.02 -0.05 0.06
C 1.42450 0.31803 -4.59198 -0.16 -0.09 0.24
C 2.20870 1.56931 -4.19589 -0.02 -0.08 -0.09
C 2.26119 -0.95244 -4.44066 0.00 0.11 -0.03
H -1.91784 2.68163 -6.23947 0.04 -0.04 0.01
H -1.50876 0.96455 -6.34261 0.02 0.09 0.01
H -0.23915 2.16055 -6.04964 -0.09 -0.03 -0.01
H -1.15344 2.68940 -3.82484 -0.03 0.01 -0.01
H -3.38862 0.66663 -4.34946 0.01 0.07 0.01
H -3.58390 2.42449 -4.38385 0.02 -0.04 0.02
H -3.12356 1.63019 -2.87389 -0.01 -0.02 -0.07
H -0.36274 -2.33742 -3.81256 0.02 0.00 0.02
H -3.22572 -1.38189 -3.29783 0.04 -0.04 0.03
H -2.09805 -1.99155 -2.07644 -0.04 -0.01 -0.06
H -2.68511 -3.06848 -3.35172 0.00 0.07 0.00
H -2.37016 -1.01889 -5.73357 0.05 -0.04 -0.01
H -1.83175 -2.69978 -5.79960 0.01 0.07 0.00
H -0.68263 -1.39347 -6.13101 -0.08 -0.01 0.02
H 1.08138 0.41205 -5.62570 0.00 -0.01 0.02
H 2.52926 1.50746 -3.15154 0.01 0.02 -0.03
H 1.60634 2.47692 -4.30356 0.05 -0.02 0.01
H 3.10808 1.68526 -4.81371 -0.04 0.00 0.03
H 2.47063 -1.16402 -3.38866 0.00 -0.01 -0.06
H 3.21972 -0.84708 -4.96698 -0.07 -0.02 0.02
H 1.74520 -1.82458 -4.85083 0.04 0.03 0.05
```
Positions in Å, forces in eV/Å.

Calculated values
Relative energy (zero: lowest compared OMol25 entry of this formula, charge and spin): 3.21 kcal/mol
DFT total energy: -1810.9977 Ha
Charge: -1
LUMO energy: 0.1083 Eh

Atom charges from the natural (NBO) analysis, given in e for atoms 1 to 8:
1 Cd 1.690
2 O -0.780
3 C -0.076
4 C -0.253
5 N -0.491
6 C -0.346
7 C 0.777
8 O -0.694

=====

(2)
Density functional theory data (ωB97M-V/def2-TZVPD) for C14H16N2O3S2 in the gas phase.

Geometry as XYZ:
```
37
Properties=species:S:1:pos:R:3:forces:R:3
O -3.42471 -0.95175 0.54609 -0.12 -0.15 0.06
C -3.87105 0.02025 0.00609 0.12 -0.15 0.14
O -4.96118 0.00091 -0.76617 -0.48 0.19 -0.41
H -5.30668 -0.90246 -0.84612 0.25 0.06 0.19
C -3.31126 1.41718 0.09417 0.30 -0.02 0.18
H -3.06673 1.78848 -0.91230 -0.16 -0.03 0.22
H -4.03497 2.08510 0.56031 -0.01 -0.02 -0.04
S -1.78900 1.43683 1.05689 -0.02 0.12 -0.10
C -0.56800 1.75708 -0.20730 -0.46 0.24 0.00
N 0.69970 1.76241 0.22051 -0.14 0.02 0.07
C 1.80924 1.93428 -0.69231 0.46 0.06 -0.51
H 1.42844 2.29058 -1.65010 0.07 -0.01 0.21
H 2.47951 2.69351 -0.27432 -0.02 0.00 0.01
C 2.57619 0.61775 -0.87574 -0.15 0.01 0.22
C 3.06890 0.11501 0.47732 0.01 -0.02 -0.05
C 1.83781 -0.06196 1.35883 0.06 0.20 0.01
C 0.86132 -1.03070 0.74264 -0.18 -0.27 0.85
C 0.00153 -1.73722 1.53321 0.33 0.16 -0.07
C -0.95787 -2.58022 0.94306 0.09 -0.01 -0.40
C -1.01751 -2.69326 -0.40598 -0.12 -0.18 0.23
C -0.11954 -1.97862 -1.26379 -0.01 -0.03 0.09
O -0.08656 -2.04965 -2.48222 -0.02 -0.08 -0.30
N 0.79926 -1.13678 -0.60573 -0.15 -0.06 -0.09
C 1.71131 -0.46134 -1.51657 0.31 0.21 -0.63
H 1.10258 -0.04803 -2.32825 0.14 -0.09 0.13
H 2.34814 -1.23186 -1.96838 -0.07 0.12 0.01
H -1.73937 -3.32523 -0.89712 -0.06 -0.03 -0.06
H -1.64490 -3.12263 1.57290 -0.12 -0.07 0.02
H 0.05336 -1.63276 2.60421 0.07 0.07 0.12
H 2.11776 -0.42328 2.35158 -0.07 -0.01 -0.08
C 1.12991 1.30004 1.51669 0.05 -0.24 0.45
H 0.27607 1.20772 2.18642 0.16 0.02 0.01
H 1.82761 2.03460 1.93348 -0.05 -0.03 0.04
H 3.75862 0.83009 0.92980 0.03 0.00 0.04
H 3.59142 -0.83616 0.36067 0.06 -0.01 0.02
H 3.41910 0.81529 -1.54391 -0.08 -0.03 0.02
S -0.99845 2.09684 -1.75857 -0.02 0.04 -0.60
```
Positions in Å, forces in eV/Å.

Calculated values
SMILES: O=C(O)CSC(=S)N1C[C@H]2C[C@@H](C1)c1cccc(=O)n1C2
Relative energy (zero: lowest compared OMol25 entry of this formula, charge and spin): 0.00 kcal/mol
DFT total energy: -1674.7433 Ha
LUMO energy: 0.0169 Eh

Atom charges from the natural (NBO) analysis, given in e for atoms 1 to 8:
1 O -0.586
2 C 0.788
3 O -0.680
4 H 0.501
5 C -0.683
6 H 0.301
7 H 0.257
8 S 0.287

=====

(3)
Density functional theory data (ωB97M-V/def2-TZVPD) for 2 unconnected molecules or ions with the total composition C3H8N2OS.

Geometry as XYZ:
```
15
Properties=species:S:1:pos:R:3:forces:R:3
C -0.27338 0.71150 -0.05358 2.74 -5.52 3.04
C 2.21251 -0.40048 0.06938 -2.77 -1.13 2.10
C -2.51806 1.10551 0.27019 -3.69 -0.68 -0.62
N 0.96258 -0.81818 -0.56047 -1.46 -1.93 -4.54
N -1.48925 0.18545 -0.06567 -2.23 0.02 -0.45
O 0.32521 1.69280 -0.15178 0.13 5.24 -1.29
S -1.90063 -1.43064 -0.00636 0.36 0.50 0.06
H 1.93372 0.64963 0.24495 1.61 -0.10 0.31
H 2.27594 -1.00090 1.02184 0.36 0.98 -0.78
H 3.01353 -0.64904 -0.55942 1.27 0.16 -0.69
H -2.25926 2.15165 0.21898 0.51 0.10 0.73
H -3.25013 0.97550 -0.52106 -0.41 0.40 -0.44
H -3.15386 0.68597 1.10353 1.24 1.11 -0.11
H 1.01969 -0.89854 -1.63292 0.26 0.23 2.02
H 0.21977 -1.53434 -0.33949 2.08 0.61 0.67
```
Positions in Å, forces in eV/Å.

Calculated values
Relative energy (zero: lowest compared OMol25 entry of this formula, charge and spin): 52.42 kcal/mol
DFT total energy: -701.8397 Ha
Spin multiplicity: 3
LUMO energy (spin up / spin down): 0.0299 / -0.0768 Eh
Expectation value of S²: 2.01

Atom charges from the natural (NBO) analysis, given in e for atoms 1 to 8:
1 C 0.584
2 C -0.430
3 C -0.461
4 N -0.832
5 N -0.580
6 O -0.571
7 S 0.216
8 H 0.237

=====

(4)
Density functional theory data (ωB97M-V/def2-TZVPD) for C4H6O2 in the gas phase.

Geometry as XYZ:
```
12
Properties=species:S:1:pos:R:3:forces:R:3
C -1.68751 -0.35368 -0.36805 -0.03 -0.06 -0.05
C -0.48113 -0.89429 0.35753 -0.07 -0.10 0.07
O -0.32088 -2.08164 0.62063 0.00 0.34 -0.13
C 0.51944 -0.02388 0.93898 0.07 -0.14 -0.09
C 1.68661 0.27988 0.08960 0.15 -0.11 0.01
O 0.88058 1.43470 -0.26753 -0.08 0.22 0.12
H -1.42277 0.47719 -1.02827 -0.02 -0.13 0.10
H -2.14770 -1.16693 -0.93328 0.05 0.10 0.08
H -2.41162 0.01721 0.36579 0.13 -0.04 -0.07
H 0.89273 2.05240 0.48059 0.06 -0.07 -0.16
H 1.86195 -0.28648 -0.82952 -0.06 0.02 0.16
H 2.63030 0.54552 0.57353 -0.21 -0.03 -0.04
```
Positions in Å, forces in eV/Å.

Calculated values
Relative energy (zero: lowest compared OMol25 entry of this formula, charge and spin): 98.61 kcal/mol
DFT total energy: -306.3492 Ha
LUMO energy: 0.0044 Eh

Atom charges from the natural (NBO) analysis, given in e for atoms 1 to 8:
1 C -0.718
2 C 0.428
3 O -0.562
4 C 0.044
5 C -0.160
6 O -0.623
7 H 0.233
8 H 0.239